Entry 1:
A structure of composition C40H63ClDyN2O7SSi2 at a distorted geometry. Source: OMol25; level of theory: wB97M-V/def2-TZVPD.

Calculated values
M: 970.14 g/mol
HOMO-LUMO gap (alpha / beta): 0.1843 / 0.1859 hartree
<S²>: 9.746
HOMO energy (alpha / beta): -4.5 / -4.5 eV
Charge: -1
Energy above the lowest of the compared OMol25 structures with the same formula, charge and spin: 0.00 kcal/mol
Spin multiplicity: 6

CARTESIAN COORDINATES (ANGSTROEM)
Dy -0.485 1.178 1.203
C -0.116 -1.987 -5.683
C -1.427 -1.220 -5.445
C -2.564 -2.221 -5.191
C -1.752 -0.437 -6.720
C -1.275 -0.310 -4.225
C -0.878 -0.845 -3.032
C -0.673 -0.024 -1.902
N -0.105 -0.371 -0.752
C 0.369 -1.542 -0.332
C -0.012 -2.849 -0.701
C 0.766 -3.917 -0.351
C 2.016 -3.658 0.286
C 2.427 -2.429 0.727
C 1.499 -1.324 0.578
O 1.649 -0.181 1.079
C 3.828 -2.209 1.297
C 4.526 -1.115 0.466
C 4.677 -3.479 1.195
C 3.766 -1.794 2.770
C 0.298 -5.336 -0.673
C 0.003 -5.455 -2.177
C 1.337 -6.399 -0.305
C -0.983 -5.615 0.127
C -0.920 1.415 -1.976
O -0.705 2.117 -0.943
C -1.353 1.955 -3.238
C -1.514 1.091 -4.289
C -1.587 3.459 -3.385
C -2.658 3.926 -2.382
C -2.071 3.819 -4.791
C -0.262 4.206 -3.141
H -0.196 -2.606 -6.580
H 0.123 -2.641 -4.844
H 0.714 -1.290 -5.814
H -2.677 -2.898 -6.043
H -3.507 -1.694 -5.038
H -2.363 -2.822 -4.303
H -1.803 -1.126 -7.565
H -0.982 0.306 -6.938
H -2.717 0.069 -6.643
H -0.660 -1.900 -2.946
H -0.963 -2.982 -1.202
H 2.683 -4.493 0.435
H 4.605 -1.428 -0.578
H 5.532 -0.934 0.850
H 3.968 -0.182 0.511
H 4.749 -3.833 0.164
H 4.274 -4.281 1.818
H 5.686 -3.256 1.546
H 3.180 -0.889 2.899
H 4.775 -1.610 3.149
H 3.309 -2.587 3.368
H 0.878 -5.165 -2.762
H -0.829 -4.813 -2.469
H -0.259 -6.484 -2.433
H 2.270 -6.255 -0.854
H 0.949 -7.387 -0.560
H 1.554 -6.390 0.764
H -1.759 -4.887 -0.113
H -0.779 -5.547 1.198
H -1.368 -6.615 -0.093
H -1.834 1.502 -5.236
H -3.572 3.341 -2.498
H -2.890 4.981 -2.549
H -2.316 3.803 -1.358
H -3.015 3.323 -5.029
H -1.331 3.557 -5.552
H -2.234 4.897 -4.839
H 0.099 4.036 -2.130
H -0.407 5.281 -3.280
H 0.500 3.866 -3.847
O -4.245 1.557 -0.318
Cl -3.428 1.042 0.730
O -4.225 0.474 1.763
O -2.524 0.049 0.192
O -2.613 2.116 1.273
O -1.432 -0.208 2.530
N -1.058 -1.196 3.311
C -1.860 -2.271 3.402
C -1.524 -3.345 4.183
C -0.319 -3.300 4.895
C 0.479 -2.189 4.811
C 0.122 -1.082 4.010
S 1.012 0.344 3.869
H -2.767 -2.202 2.819
H -2.187 -4.196 4.231
H -0.027 -4.143 5.510
H 1.413 -2.112 5.349
C -1.999 1.955 4.714
Si -0.976 3.443 4.109
C -2.249 4.863 4.203
C 0.333 3.701 5.465
C -0.245 3.436 2.390
Si 1.371 4.147 1.823
C 2.162 3.038 0.481
C 1.092 5.853 1.017
C 2.752 4.321 3.113
H -2.679 2.257 5.518
H -1.353 1.169 5.104
H -2.605 1.536 3.910
H -2.705 4.946 5.194
H -3.048 4.666 3.482
H -1.805 5.829 3.949
H -0.101 3.624 6.465
H 0.819 4.676 5.381
H 1.099 2.928 5.374
H -1.029 3.834 1.728
H 1.428 2.758 -0.282
H 2.532 2.120 0.951
H 3.004 3.505 -0.037
H 0.385 5.762 0.187
H 2.015 6.293 0.626
H 0.662 6.553 1.738
H 2.940 3.346 3.571
H 2.487 5.020 3.909
H 3.684 4.665 2.657


Entry 2:
A cluster of 2 separate species, C4H12N2O in total at a distorted geometry. Source: OMol25; level of theory: wB97M-V/def2-TZVPD.

Calculated values
M: 104.15 g/mol
HOMO-LUMO gap: 0.3485 hartree
Structure (SMILES): CNC(C)=O.CN
HOMO energy: -8.9 eV
Energy above the lowest of the compared OMol25 structures with the same formula, charge and spin: 82.66 kcal/mol

CARTESIAN COORDINATES (ANGSTROEM)
C -1.874 1.755 0.193
N -0.782 0.877 -0.091
C -0.014 1.145 -1.300
C 0.795 0.078 -1.642
O -0.279 2.187 -2.020
H -2.482 1.960 -0.776
H -2.506 1.477 1.085
H -1.350 2.966 0.316
H -0.823 -0.118 0.298
H 0.705 -0.684 -0.731
H 1.826 0.246 -2.041
H 0.142 -0.399 -2.470
C 1.334 -1.218 1.503
N 0.206 -1.927 0.764
H 1.058 -0.385 2.175
H 1.764 -1.951 2.224
H 2.261 -0.919 0.822
H 0.738 -2.694 0.430
H -0.719 -2.397 1.261


Entry 3:
A structure of composition C27H20CeClF6N6O18S at a distorted geometry. Source: OMol25; level of theory: wB97M-V/def2-TZVPD.

Calculated values
M: 1038.11 g/mol
HOMO-LUMO gap (alpha / beta): 0.2105 / 0.2105 hartree
<S²>: 0.750
HOMO energy (alpha / beta): -2.5 / -2.5 eV
Charge: -2
Energy above the lowest of the compared OMol25 structures with the same formula, charge and spin: 31.01 kcal/mol
Spin multiplicity: 2

CARTESIAN COORDINATES (ANGSTROEM)
Ce -0.458 0.459 -0.168
O -0.415 -2.828 -3.232
Cl -1.374 -1.778 -3.470
O -0.972 -0.785 -4.401
O -2.590 -2.441 -3.848
O -1.596 -1.023 -2.253
N 1.697 1.042 3.262
C 0.663 1.993 3.245
C 0.938 3.118 4.039
C 0.027 4.126 3.966
C -1.195 3.922 3.345
C -1.320 2.798 2.569
N -0.409 1.842 2.496
C 1.835 -0.231 2.761
C 3.072 -0.847 2.886
C 3.272 -2.118 2.366
C 2.201 -2.879 1.948
C 0.996 -2.158 1.851
N 0.806 -0.867 2.157
H 2.609 1.537 3.260
H 1.862 3.161 4.567
H 0.181 5.129 4.454
H -1.998 4.599 3.442
H -2.231 2.649 2.024
H 3.822 -0.255 3.421
H 4.309 -2.516 2.435
H 2.252 -3.856 1.597
H 0.089 -2.663 1.562
O 2.862 5.424 1.983
C 2.361 4.577 1.262
C 2.911 3.218 1.000
O 3.987 2.813 1.409
C 1.793 2.496 0.404
C 0.641 3.374 0.166
O -0.469 2.897 -0.235
C 1.002 4.715 0.618
O 0.269 5.710 0.678
O 1.737 1.246 0.296
C -3.575 -2.737 1.686
S -2.844 -2.317 0.085
C -2.517 -4.029 -0.531
O -1.587 -1.734 0.589
H -4.588 -3.112 1.573
H -3.653 -1.798 2.225
H -2.879 -3.362 2.213
H -3.433 -4.577 -0.642
H -1.872 -4.526 0.201
H -2.031 -3.875 -1.505
O 5.794 -3.681 -4.169
N 5.338 -2.563 -4.122
O 5.894 -1.585 -4.641
C 4.145 -2.405 -3.334
C 3.619 -3.421 -2.520
C 2.486 -3.157 -1.789
C 1.858 -1.847 -1.712
O 1.016 -1.527 -0.884
C 2.455 -0.878 -2.623
C 3.554 -1.161 -3.396
N 2.008 0.521 -2.613
O 0.911 0.854 -2.131
O 2.705 1.396 -3.084
N 1.873 -4.292 -1.032
O 2.525 -5.348 -0.907
O 0.724 -4.153 -0.629
H 4.004 -4.431 -2.417
H 3.911 -0.394 -4.040
C -3.379 2.284 -2.069
C -3.834 1.542 -0.787
O -2.796 0.943 -0.110
C -4.913 0.506 -1.118
F -5.394 -0.144 -0.037
F -4.410 -0.401 -1.938
F -6.008 0.945 -1.794
C -4.477 2.605 0.110
F -3.576 3.613 0.294
F -5.587 3.131 -0.427
F -4.818 2.113 1.330
H -3.073 1.581 -2.871
H -2.557 2.979 -1.779
H -4.183 2.845 -2.515


Entry 4:
A structure of composition C16H19N8O4S2Se3TaTe at a distorted geometry. Source: OMol25; level of theory: wB97M-V/def2-TZVPD.

Calculated values
M: 996.94 g/mol
HOMO-LUMO gap (alpha / beta): 0.2486 / 0.2486 hartree
HOMO energy (alpha / beta): -13.2 / -13.2 eV
Charge: +2
Energy above the lowest of the compared OMol25 structures with the same formula, charge and spin: 24.66 kcal/mol

CARTESIAN COORDINATES (ANGSTROEM)
Ta 1.408 -9.131 12.066
C -0.331 -7.589 8.109
C 0.097 -8.113 9.434
N 1.203 -7.987 10.061
N 2.313 -7.396 9.540
C 3.401 -7.052 10.317
N 4.326 -6.208 9.854
S 3.583 -7.771 11.825
C -0.894 -9.004 10.100
C -2.217 -9.256 9.641
C -3.009 -10.251 10.248
C -2.523 -10.886 11.430
C -1.266 -10.594 11.813
N -0.472 -9.716 11.165
H 0.511 -7.551 7.451
H -0.859 -6.671 8.191
H -0.966 -8.310 7.541
H 2.260 -7.018 8.576
H 4.099 -5.594 9.058
H 5.028 -5.801 10.463
H -2.610 -8.721 8.808
H -4.013 -10.569 9.915
H -3.194 -11.448 12.079
H -0.804 -11.062 12.728
Se 0.099 -7.851 13.556
Se -0.755 -10.549 15.714
Te 1.723 -10.205 16.045
Se 2.330 -10.857 13.654
O 2.056 -11.123 6.160
C 3.275 -11.735 6.271
O 3.969 -12.013 5.327
C 3.850 -12.044 7.701
C 5.051 -12.744 7.903
N 5.286 -12.728 9.249
N 4.305 -12.131 9.930
C 3.336 -11.809 9.044
C 2.124 -11.006 9.469
O 1.348 -10.645 8.574
O 1.990 -10.547 10.686
H 1.740 -10.959 7.058
H 5.617 -13.211 7.086
H 6.019 -13.227 9.663
S -1.622 -12.667 15.840
C -1.761 -12.999 17.583
N -1.110 -12.191 18.454
C -1.438 -12.592 19.857
C -2.520 -13.739 19.611
N -2.458 -13.962 18.143
H -0.738 -11.309 18.134
H -1.838 -11.745 20.400
H -0.485 -12.984 20.353
H -3.559 -13.545 20.016
H -2.069 -14.507 20.116
H -3.129 -14.513 17.659


Number 1: E_tot -123011.073 eV. Number 2: E_tot -9367.609 eV. Number 3: E_tot -126703.346 eV. Number 4: E_tot -263554.784 eV.